Entry 1:
# C35H62N10O3S

A cluster of 9 separate species, C35H62N10O3S in total in a non-equilibrium geometry (ωB97M-V/def2-TZVPD, the Open Molecules 2025 dataset).

Structure (ORCA input):
```
! wB97M-V def2-TZVPD RIJCOSX def2/J DEFGRID3
* xyz 0 1
C 2.93320 -1.82250 -1.17253
C 0.10269 -1.09897 -4.16814
H 1.19028 0.14611 -2.64861
H -0.71102 1.29250 -4.86615
H -2.15894 -1.85524 0.11585
C -0.03338 5.73915 7.26773
H -3.62583 2.85498 3.55698
C -0.95692 -0.37353 1.40909
C 0.08946 0.10954 -3.05276
C 3.41158 6.28737 6.02207
O -2.17518 -3.28676 -3.39285
H -0.63088 4.21040 -1.43243
N 2.62988 0.30736 2.51755
C -3.72902 3.65916 -4.47692
H 6.06446 -0.05971 -2.01895
C 4.39983 -1.16162 -0.95723
C -0.05204 -7.89107 -7.85422
H 3.27049 1.28830 -0.38418
H 4.66879 2.48050 -0.87263
H -2.11812 -4.75555 2.57647
H 3.67227 4.83533 4.48629
H -3.81641 2.05434 -5.87439
H 4.89084 1.72330 -3.15652
C -0.91690 -0.18868 -1.82340
H -5.27403 3.04021 -5.80550
C -2.01558 -3.14659 3.96752
H -0.53705 -2.48204 0.76250
H -3.57068 -3.76276 2.64980
H -1.08467 0.73152 -1.11752
H -1.59248 1.23112 8.41087
H 0.99068 -7.58556 -7.97834
C -2.92804 -7.34421 -4.09802
H -2.01306 2.82232 9.03602
H -0.63854 -6.98263 -7.69040
H 5.13701 -2.03560 -0.76004
C -0.20863 -8.84321 -6.74758
N -0.45048 2.93825 3.88593
H 2.51307 -1.53802 -2.21170
C 1.13936 2.83871 -1.21108
N -4.53593 1.84501 7.34235
C -2.76365 -4.18815 3.25288
C -2.95415 2.18095 4.09595
H -1.77620 2.35691 -2.38326
C -4.46832 2.61646 -5.19954
H 0.88246 1.74159 -0.96852
H -0.37182 5.29275 6.32814
H 0.90092 -0.77782 -4.96059
H -3.12412 -0.99067 -1.61914
C -0.15793 1.48319 -3.85788
C 2.91633 -3.45347 -1.06820
H 1.90643 -3.74116 -0.56866
H -3.21791 -4.90382 3.94377
H 3.02752 4.07968 -1.35958
C -1.55317 2.60397 3.97810
C -1.05479 -1.54686 0.27583
H 4.38905 -0.52276 0.01666
H 2.26886 -1.44191 -0.28791
H 5.08215 5.06791 5.51547
C 3.71512 1.91040 -1.24678
C 0.07623 3.61530 -2.15557
H 2.90798 -3.92536 -2.13407
H -0.33980 -2.12783 -1.55557
H -2.37208 -7.71552 -4.96353
H 2.68053 3.13558 -2.93637
C -2.39978 1.81392 8.86339
N 2.95758 7.27230 6.42240
S -2.36120 -1.77980 -3.82813
H -0.37916 -8.32102 -8.80500
O -3.69627 -1.69804 -4.59876
H 1.13094 3.40112 -0.17990
H 4.89313 -1.00986 -3.16723
C -2.39147 -0.56589 -2.40618
C -0.88956 2.67337 -3.05203
H -3.99208 -7.41411 -4.34256
H 3.23163 0.89667 -3.24016
N -1.42656 -2.32669 4.53082
H -0.62050 6.64844 7.42366
H -4.92299 1.89592 -4.51384
O -1.15799 -1.24837 -4.88915
H 1.33395 0.83832 5.39030
C -0.17216 4.80522 8.39184
H 1.14952 -0.88610 5.08583
C 2.66329 3.05001 -1.78581
C 4.15911 1.04734 -2.55184
C 1.84457 -0.04593 4.99836
C 4.95943 -0.32376 -2.22398
H -3.28307 2.16202 5.13891
H -1.73196 -0.66596 2.24055
C 3.98895 5.03698 5.51345
H 1.00695 6.04592 7.12329
N -0.28560 -1.25350 -0.97569
N -0.28144 4.06951 9.27554
C -3.59658 1.83134 8.01387
H -1.28475 0.66840 1.03131
H 3.68789 4.17818 6.11995
N -0.33140 -9.59287 -5.87711
H 0.63422 4.43801 -2.77623
H -1.35582 3.38175 -3.87112
H -2.73993 -8.03556 -3.27199
N -2.23515 -4.88307 -3.48153
H -2.88407 0.43032 -2.78659
H 3.75938 -3.87818 -0.40398
H 0.45468 -2.11258 -3.69658
C -2.54008 -5.97000 -3.75376
C 2.28347 0.15179 3.61060
H 0.89874 1.89084 -4.16759
N -3.14633 4.47833 -3.90859
H 0.09635 -0.26424 1.88480
H 2.68860 -0.25348 5.66238
H -3.10825 1.17718 3.68974
H -2.60631 1.37408 9.84314
*
```

Results
Energy in eV: -69166.0611
Max |F| in eV Å⁻¹: 11.3

***

Entry 2:
# C35H63Br2I2N6O5

A cluster of 4 separate species, C35H63Br2I2N6O5 in total in a non-equilibrium geometry (ωB97M-V/def2-TZVPD, the Open Molecules 2025 dataset).

Structure (ORCA input):
```
! wB97M-V def2-TZVPD RIJCOSX def2/J DEFGRID3
* xyz 1 1
C -0.68583 1.00775 -1.20575
H 0.35382 1.90350 5.80027
C -3.72850 -0.96458 0.60991
C 2.19711 0.06576 4.24673
C -1.67369 1.57796 -7.35370
H 4.00142 -8.22058 3.00956
H -0.10132 0.44481 -3.45271
C 4.10600 3.85565 6.90186
H -2.02417 0.05176 3.27544
H 2.08716 -5.98622 3.67183
O 0.29038 -2.93692 -0.51396
H 0.32017 3.59195 -2.88036
H -2.73931 1.49147 1.50616
H -3.18745 -3.51754 -0.60338
C -1.81071 -0.87078 -2.89469
H 0.61505 2.01399 3.00742
H -1.61770 2.00769 -3.05532
H -1.09931 -2.52159 -7.08171
C 3.70213 3.59142 4.42253
C -0.80728 -2.66793 -4.80626
N -2.81071 -0.51156 -0.53124
H 3.20893 2.69954 -0.36421
H -4.21275 -0.04496 1.19972
H 2.50582 0.44274 -2.13596
O -4.01716 -1.64875 -2.25704
H 4.51004 5.56926 4.55026
C 3.12739 -1.28479 4.20030
C -1.63978 1.08722 1.27461
C 2.18336 -2.31079 5.07148
C 3.19045 2.53049 -1.52706
H -4.69894 -1.53811 0.21016
H 4.22702 2.02480 -1.83069
H -1.01574 2.10263 1.16970
H -2.53741 0.05272 -3.14598
H 4.87466 4.58519 6.64635
H -3.86902 4.01498 -3.12245
C 0.84587 1.42357 -0.74620
N 3.45906 3.30460 5.73560
C 4.94527 -7.04873 5.05454
H -1.08073 0.66940 5.50911
H -0.07327 -4.10110 -6.53650
H 0.87525 2.39401 -0.04871
H 2.72770 2.61555 5.86766
C -1.80651 -1.71888 -4.27196
C -2.28575 2.70638 -6.57100
Br 0.83674 -3.07340 -3.79310
H 2.22655 -8.30906 2.87371
C -2.80649 2.85771 -1.32737
H -4.96941 2.85216 -2.10902
H -1.26117 4.50250 -2.45105
C -0.33575 1.55994 3.54319
H -0.89964 -0.77441 0.26908
C -1.41948 2.27563 -1.90640
C -2.64631 -1.56745 -1.62615
C -0.43501 -0.10504 -2.44481
H 0.40251 -0.80892 -2.01091
H -1.12443 2.45174 3.62073
O -2.12444 2.82536 -5.35921
H -2.03287 -3.97500 -6.32568
C -0.03981 1.05608 5.09301
I -1.10211 -5.13173 1.01945
H -0.42988 -0.57698 2.48426
H 4.85008 4.72731 3.02638
H -2.89037 2.82078 -9.20333
N -3.04274 3.61802 -7.25025
H -2.45908 0.97754 -7.82079
C -2.28116 -3.06104 -1.23672
N 2.90422 -6.57835 3.76625
H 2.48604 -3.43374 5.28276
H 3.34119 4.33289 7.51883
H -0.07707 -1.94922 6.26023
H -1.10057 0.93421 -6.68092
C -1.54191 0.16952 -0.08660
H 4.55666 3.03144 7.45954
C 0.80436 -1.53605 5.59202
N 0.89791 -0.13474 5.02153
H 4.67872 -8.09098 5.24996
C -0.50157 3.67099 -2.05207
H 5.73487 4.25779 4.49049
H 5.60603 -6.98114 4.18595
H -3.78374 2.05411 -3.34753
H -2.10458 -1.97412 1.60714
H -0.99510 1.97489 -8.11368
C 3.09422 -7.64785 2.81630
C -3.34612 3.64914 -8.66069
I 1.90759 -0.03870 0.56879
C -0.98745 -3.41109 -6.29418
C -0.93548 -3.44103 -0.43635
H -3.49216 -1.66745 2.60104
C -3.89230 2.96282 -2.59754
O 3.05612 3.02826 3.54269
H 3.14676 -7.20772 1.81783
H 1.53172 1.80006 -3.00836
H -0.12260 4.07085 -1.01545
Br -3.38508 -1.44813 -5.54960
H 3.07341 3.54050 -2.10666
C 1.96060 1.49222 -1.97237
N -3.13381 -1.87100 1.63445
H -3.36420 2.27997 -0.49456
H -2.28403 -3.71869 -2.23560
C -1.07177 0.38849 2.64265
C 3.70273 -6.23534 4.81992
H 4.16246 -1.45198 3.66700
H -2.97899 4.59544 -9.06460
C 4.76971 4.60283 4.10968
H -4.56354 -2.35086 -1.80466
H -3.42116 4.34761 -6.65728
H 5.47883 -6.65928 5.92583
H -3.42685 0.19959 -1.03457
H -2.72682 3.98348 -0.93369
H -4.43177 3.60570 -8.77394
O 3.39478 -5.28855 5.53920
H 2.53299 1.06852 3.73146
*
```

Results
Energy in eV: -212759.9860
Max |F| in eV Å⁻¹: 8.7

***

Entry 3:
# C35H63F12O20

A cluster of 8 separate species, C35H63F12O20 in total in a non-equilibrium geometry (ωB97M-V/def2-TZVPD, the Open Molecules 2025 dataset).

Structure (ORCA input):
```
! wB97M-V def2-TZVPD RIJCOSX def2/J DEFGRID3
* xyz -1 1
C 4.30783 -8.24318 -3.40124
C 9.19589 -5.77058 3.01073
H 8.84211 -2.50993 6.08385
C 6.68649 -12.43248 1.92449
C 13.18766 0.03733 -0.50491
F 3.92292 -9.97054 -5.04443
H 6.80935 -9.71851 5.21134
O 8.19254 -5.56166 -2.20209
C 6.79546 -4.17280 6.64622
H 8.60966 -11.42329 0.23153
C 5.28897 -4.24974 6.83880
H 7.21071 -5.16631 6.45383
C 8.05474 -0.72294 2.76343
H 0.72910 -2.73508 2.87163
H 2.85118 -8.00940 -1.26268
H 2.38558 -10.47291 -0.83016
H 4.03905 -10.72057 -0.52783
C 1.79444 -4.91687 2.45901
C 9.82719 -3.22832 2.34874
H 1.39717 -3.66701 0.73984
H 7.76401 -8.91024 0.54042
C 2.02502 -4.52492 1.02813
F 9.08175 -3.97425 -5.00068
C 8.54098 -5.55542 -0.78555
C 8.22254 -4.42210 -2.85980
H 3.64700 -4.97571 -0.97042
O 3.93941 -9.17949 -2.53250
H 12.86868 -2.43959 -0.93175
C 5.23743 -1.41408 -0.01826
C 9.16630 -4.18446 4.73129
H 8.46445 -8.95269 2.04956
H 8.87435 -5.97036 1.99138
H 9.54130 -9.18795 0.72810
H 7.63634 -5.89323 -0.25418
H 3.29743 -3.22892 -1.00389
H 9.34204 -7.51755 -0.96637
O 2.33290 -3.92858 3.32747
H 6.21507 -6.78237 5.28370
H 4.53016 -8.35540 -0.67695
H 3.03498 -9.84921 0.65649
O 5.57064 -2.65848 0.52326
F 8.20186 -9.13447 9.22289
F 5.54905 -8.56981 -5.37177
H 10.53509 -6.19399 -1.22908
O 12.11814 -0.73422 -0.02056
H 5.76072 -0.60014 0.49094
H 7.43124 -8.44573 4.09431
C 7.21227 -7.84438 7.46680
C 3.81255 -4.02371 -0.44760
H 8.89165 -4.57505 -0.47182
H 1.90024 -1.99352 4.05061
O 7.37890 -13.40857 1.82720
H 10.29131 -5.72608 3.04160
H 5.89232 -4.54503 0.11220
F 6.06394 -8.75613 9.33696
C 12.47206 -2.11359 0.03308
C 8.35550 -2.99577 5.22617
F 8.10060 -5.87108 -4.76439
C 4.31432 -8.71554 -4.87824
C 5.21916 -12.44354 2.47676
C 3.50394 -5.48008 5.93856
C 8.38024 -10.93848 1.18192
H 3.52519 -6.20682 6.76427
O 8.24814 -3.32270 -2.37713
F 3.49301 -7.90379 -5.55322
H 4.82638 -7.76495 5.32677
C 6.06367 -6.86491 1.62442
H 12.95942 1.09699 -0.41238
C 6.55910 -8.84534 4.60563
O 8.57353 -4.59465 3.49152
F 4.42791 -13.00360 1.55037
H 13.23007 -2.21894 0.82049
C 8.54312 -9.45006 1.07665
H 11.67653 -3.93274 0.74747
C 5.89700 -7.80096 5.50505
H 6.72842 -7.56727 0.35907
F 4.79864 -11.23051 2.75534
H 8.44971 -2.43302 0.77819
O 3.36399 -4.19986 0.86631
H 8.28363 -2.26221 4.43619
H 7.25776 -0.16209 3.25350
H 10.21760 -3.87300 4.69609
C 8.07079 -4.60285 -4.37672
H 5.10579 -4.89987 7.70666
O 6.09219 -8.08828 0.92930
F 6.92798 -4.05580 -4.79116
O 10.87005 -2.43520 1.76204
H 1.64401 -5.35215 0.40780
C 3.25776 -9.96693 -0.40040
C 11.29972 -2.92661 0.51096
C 3.65464 -8.74249 -1.19324
O 7.61244 -2.04617 2.56957
H 9.82990 -2.88695 3.37176
F 5.14666 -13.23529 3.55220
C 1.44276 -2.91055 3.68455
H 10.59888 -3.03522 -0.32561
H 0.76826 -5.14253 2.77366
H 5.67504 -3.62154 -1.37966
H 5.83802 -9.13160 3.84276
H 4.17300 -1.16102 -0.03362
H 5.65471 -1.31128 -1.03105
O 5.31562 -6.68404 2.58896
O 7.03079 -3.35538 5.53120
H 8.90881 -0.69728 3.45096
O 6.04473 -8.03295 6.92047
H 2.32156 -5.84451 2.69683
O 6.82550 -5.99569 1.07092
O 4.50645 -7.09676 -3.12699
H 0.80932 -3.22242 4.53293
H 10.01706 -6.66539 0.39881
H 3.12499 -6.04642 5.09083
H 2.76819 -4.71482 6.22148
C 9.68960 -6.53970 -0.63270
H 7.29775 -3.78086 7.54208
H 4.86831 -3.27046 7.09590
H 7.81548 -3.75545 1.66375
H 8.85693 -6.58701 3.66163
H 9.14387 -5.04855 5.40593
O 4.69738 -4.79621 5.68946
H 9.01891 -11.38420 1.94624
H 8.28815 -0.25990 1.79918
F 7.44286 -7.16418 9.72312
H 13.42989 -0.19037 -1.54962
H 14.10068 -0.15796 0.07190
C 7.24916 -8.24715 8.96678
H 9.98836 -4.29043 2.27776
O 7.03158 -11.21956 1.58286
O 8.20148 -7.37848 6.96395
C 5.31002 -3.73712 -0.34868
C 8.44063 -2.86929 1.78940
*
```

Results
ΔE to the lowest compared entry with this formula, charge and spin in kJ/mol: 240.5
Max |F| in eV Å⁻¹: 3.4

***

Entry 4:
# C35H63N7O8

A cluster of 7 separate species, C35H63N7O8 in total in a non-equilibrium geometry (ωB97M-V/def2-TZVPD, the Open Molecules 2025 dataset).

Structure (ORCA input):
```
! wB97M-V def2-TZVPD RIJCOSX def2/J DEFGRID3
* xyz 0 1
C 3.00403 4.51612 -1.51712
O -0.60766 0.99924 -5.72356
H -2.25403 4.41129 2.77890
H -6.88324 -4.65654 3.72933
H -1.38632 2.86037 2.87982
C -1.45135 2.34770 -2.22914
H 2.03622 -1.33207 -7.04544
N -0.87921 4.24807 4.35371
C -2.48485 1.62289 -3.07965
C 12.45127 1.09203 -2.47822
C -6.72039 -3.74533 3.15567
H 12.39019 0.62870 -3.46518
H -4.30107 0.52496 -3.04496
C -4.89619 -2.31270 2.49480
H 12.06833 3.12196 -3.96144
O -7.48039 -6.23492 5.06939
C 0.17374 -0.09869 3.64591
H 13.40788 1.61020 -2.38481
C 1.74381 4.86428 -1.14643
C 11.26050 3.15988 -3.23479
C -4.37525 -4.27049 3.85814
H -8.86207 -9.76207 3.22013
C -9.30468 -9.12833 3.99128
C 5.59018 0.76500 -1.90753
H 1.02261 -2.75424 -6.73026
H -0.62152 0.00245 4.38606
C 7.04347 1.20246 -1.62882
H -0.15940 -2.57277 -4.46336
H -1.85957 6.05460 4.71340
H 7.50670 0.64231 -0.81292
H -3.96880 2.33354 -0.61716
C 1.47317 -1.86604 -6.28242
C -1.71703 3.57392 -1.78253
C -1.29773 3.94238 2.99450
H 4.98946 0.73700 -0.99678
O 1.03783 3.04517 4.14546
H -5.36951 1.40075 -1.11971
H 2.15572 -2.17337 -5.48722
H -10.06857 -8.50035 3.53748
H -0.68816 1.25174 1.37316
H 0.88928 -0.83749 4.00978
C 0.73139 3.93422 -1.29006
C 2.30639 2.33729 -2.11343
O 9.51856 2.67818 -1.15700
C 0.28732 3.74824 4.79765
H 7.11378 2.26115 -1.36845
C -3.18141 -0.23171 -1.38944
O -1.23120 -2.45696 3.29358
H -7.26326 -10.04098 5.20286
N -5.30660 -3.41024 3.15164
H -2.65903 4.05148 -2.02820
C 1.02733 2.68490 -1.77711
H 0.51449 4.03702 5.83791
H 4.21876 1.33053 -3.55753
C 10.44684 1.91567 -1.33787
H 11.31271 4.09639 -2.67840
O -0.99066 5.03366 -0.03952
N -8.27412 -8.31138 4.60139
H -7.06375 -3.88745 2.12845
C -0.11987 1.72263 -1.91221
C -0.22951 0.27452 1.19984
C 3.33020 3.25852 -2.01268
H 7.66502 1.08559 -2.52118
C 5.01507 1.76217 -2.95467
N 4.68362 3.05828 -2.36177
H -7.12379 -8.65627 6.31175
C 0.24731 0.24758 -6.15163
H -4.85698 2.76466 -2.12008
H -0.54859 4.30537 2.29255
H -3.50811 -1.17056 -1.83930
H -6.22182 -8.65810 4.79084
H -0.70207 -0.19200 0.34182
H 0.95652 0.55495 -6.93882
C -0.43451 -1.54603 -4.69159
H -3.61475 -0.08425 -0.39667
H -9.20249 -6.57127 4.04870
H 2.51407 1.33282 -2.46236
H 10.30108 3.12148 -3.75216
H -3.80737 -2.15749 2.55977
H -3.35888 -3.88899 3.76344
H -4.64492 -4.31111 4.91522
H 0.67134 0.85913 3.51419
N -0.39104 -0.54876 2.38243
H -1.47175 -1.51175 -5.02917
H -4.41926 -5.27861 3.43962
C -4.49503 1.94195 -1.49377
C -3.63006 0.95740 -2.29121
H 1.49000 5.84072 -0.74979
C -8.31693 -6.96678 4.57433
H -7.28894 -2.92604 3.59857
C -1.72859 5.07799 5.18386
H -1.28240 5.21551 6.16698
H 0.83350 0.40862 0.99131
C -7.15597 -8.96092 5.26517
H -9.76970 -9.76027 4.75064
C -0.69027 4.26695 -0.93949
H 12.39444 0.31497 -1.71870
H -1.43696 -1.95584 1.33525
H 3.79638 5.25286 -1.41071
C -1.05106 -1.71470 2.34086
H 5.22443 3.23672 -1.52351
H 5.65547 -0.20062 -2.42113
N 0.43519 -1.01758 -5.73231
H 10.61388 1.03436 -0.69508
H -2.70487 4.60297 5.30030
H -2.09428 -0.26797 -1.28608
H -2.94493 2.39725 -3.70604
H -0.34481 -0.93545 -3.79143
H -1.97655 0.94688 -3.77061
N 11.36580 2.03901 -2.31581
O 0.03218 0.51785 -1.78864
O -5.62293 -1.54705 1.88203
H 5.84950 1.94500 -3.64473
*
```

Results
Energy in eV: -64127.5262
SMILES string: CCCNc1ccc2c(c1)C(=O)C(CC(C)C)=CC2=O.CN(C)C=O.CN(C)C=O.CN(C)C=O.CN(C)C=O.CN(C)C=O.CN(C)C=O
Max |F| in eV Å⁻¹: 1.5

***

Which of these has the lowest max |F|?
C35H63N7O8